Density functional theory data (ωB97M-V with the def2-TZVPD basis set) for C38H51Cl3N2O3SbSiZn as an isolated structure.

```
100
Properties=species:S:1:pos:R:3
C 1.857 -0.882 -4.964
C 1.357 0.472 -4.607
H 1.850 -1.020 -6.047
H 1.242 -1.678 -4.517
H 2.879 -0.979 -4.570
C 0.797 1.320 -5.475
C 0.539 1.052 -6.908
H 0.471 2.304 -5.158
H 0.540 -0.007 -7.210
H 1.254 1.594 -7.543
H -0.456 1.443 -7.164
Zn 0.240 -0.769 -0.822
Cl 1.996 0.135 0.374
Cl -0.316 -2.461 0.511
C -0.188 3.004 0.597
O -1.116 2.197 0.744
N -0.174 4.276 1.031
C -1.300 4.831 1.756
C 0.970 5.148 0.809
H 0.748 2.705 0.089
H -2.111 4.102 1.769
H -1.621 5.759 1.277
H -1.004 5.074 2.779
H 1.796 4.596 0.337
H 1.314 5.571 1.762
H 0.690 5.988 0.158
H -1.448 -0.897 -3.871
H -2.258 1.792 -4.153
C -2.390 -0.951 -3.313
C -3.109 1.411 -3.568
N -2.677 0.337 -2.691
H -2.306 -1.720 -2.545
C -2.514 0.541 -1.373
O -1.906 -0.259 -0.629
H -3.527 2.223 -2.963
H -2.945 1.484 -0.977
H -3.185 -1.194 -4.026
H -3.861 1.035 -4.271
O 0.428 -0.068 -2.582
C 1.393 0.761 -3.120
C -0.065 2.801 -2.673
C 1.213 2.246 -2.785
H -0.925 2.121 -2.578
C -0.240 4.192 -2.681
H 2.381 0.467 -2.734
C 2.347 3.062 -2.727
H -1.243 4.641 -2.691
C 0.904 5.001 -2.666
C 2.184 4.441 -2.661
H 3.323 2.577 -2.751
H 0.795 6.083 -2.679
H 3.067 5.081 -2.612
Si 0.544 -5.353 -0.956
Cl 0.737 -3.762 -2.365
C -1.213 -5.363 -0.295
C 1.723 -4.951 0.483
C 1.076 -6.925 -1.834
H -1.760 -4.424 -0.446
H -1.182 -5.588 0.780
H -1.798 -6.165 -0.754
H 0.358 -7.283 -2.591
H 1.200 -7.727 -1.088
H 2.028 -6.816 -2.377
H 2.018 -3.892 0.459
H 2.649 -5.544 0.447
H 1.241 -5.195 1.449
C -0.672 3.609 5.230
C 0.545 3.440 4.557
C 0.798 2.263 3.838
C -0.181 1.276 3.810
C -1.364 1.382 4.533
C -1.627 2.582 5.214
Sb 0.116 -0.452 2.490
C 1.720 -1.467 3.584
C 2.363 -2.470 2.866
C 3.627 -2.930 3.253
C 4.209 -2.413 4.419
C 3.499 -1.496 5.210
C 2.245 -1.018 4.798
C -1.682 -1.606 2.957
C -1.580 -2.893 3.489
C -2.741 -3.662 3.625
C -3.981 -3.158 3.208
C -4.048 -1.890 2.618
C -2.889 -1.120 2.463
H -0.874 4.531 5.775
H 1.303 4.222 4.592
H 1.751 2.129 3.319
H -2.088 0.559 4.564
H -2.576 2.707 5.731
H 1.900 -2.878 1.969
H 4.154 -3.672 2.649
H 5.209 -2.732 4.705
H 3.944 -1.150 6.141
H 1.707 -0.296 5.415
H -0.609 -3.307 3.777
H -2.675 -4.661 4.060
H -4.887 -3.755 3.334
H -5.003 -1.497 2.275
H -2.925 -0.169 1.932
```

Summary:
ΔE to the lowest compared entry with this formula, charge and spin ... 0.00 kJ/mol
Total energy ... -149762.37139 eV
Net charge ... -1
LUMO energy ... 2.41 eV
HOMO-LUMO gap ... 5.7579 eV


Density functional theory data (ωB97M-V with the def2-TZVPD basis set) for CHAuF3O3S as an isolated structure.

```
10
Properties=species:S:1:pos:R:3
S 0.874 0.717 -0.979
O 0.782 1.956 -0.118
O 1.719 -0.360 -0.274
C -0.887 0.071 -0.835
F -1.584 0.010 0.302
F -0.972 -1.314 -1.251
Au 2.008 -0.383 1.594
O 0.108 -0.507 1.931
H -0.409 -1.070 1.236
F -1.640 0.881 -1.607
```

Summary:
Multiplicity ... 3
Total energy ... -29872.37544 eV
Expectation value of S² ... 2.01
Net charge ... -1
LUMO energy (spin up / spin down) ... 3.49 / 3.39 eV
HOMO-LUMO gap (spin up / spin down) ... 5.9584 / 8.5357 eV


Density functional theory data (ωB97M-V with the def2-TZVPD basis set) for an isolated molecule of C4H8ClNO2.

```
16
Properties=species:S:1:pos:R:3
C 1.641 1.192 -0.593
C 1.767 0.023 0.346
C 0.329 -0.366 0.775
C -2.792 -0.139 -0.255
H 1.082 0.891 -1.456
H 1.140 2.045 -0.120
H 2.632 1.546 -0.935
H 2.213 0.195 1.305
H -0.126 0.476 1.319
H 0.350 -1.249 1.414
H -2.030 -1.973 -0.246
H -2.520 0.924 -0.247
N -1.785 -0.999 -0.033
O -0.515 -0.627 -0.397
O -3.908 -0.592 -0.421
Cl 2.519 -1.346 -0.456
```

Summary:
ΔE to the lowest compared entry with this formula, charge and spin ... 154.98 kJ/mol
Total energy ... -22383.49807 eV
LUMO energy ... 0.73 eV
HOMO-LUMO gap ... 10.7414 eV


Density functional theory data (ωB97M-V with the def2-TZVPD basis set) for a 4-piece molecular cluster, C53H35ClO12 overall.

```
101
Properties=species:S:1:pos:R:3
O 5.418 5.038 3.059
C 5.252 4.352 2.099
O 4.736 4.810 0.952
C 4.336 3.836 -0.028
C 4.481 4.402 -1.450
C 4.902 5.875 -1.510
C 5.156 6.310 -2.969
C 6.593 6.467 -3.343
C 7.625 7.062 -2.739
C 7.591 7.824 -1.446
C 8.301 9.169 -1.466
O 7.767 10.191 -1.746
Cl 9.996 9.123 -1.006
C 8.833 6.863 -3.594
O 9.950 7.222 -3.440
O 8.454 6.122 -4.705
C 7.102 5.902 -4.634
O 6.491 5.366 -5.497
H 5.490 3.272 2.079
H 4.943 2.934 0.096
H 3.298 3.566 0.177
H 3.523 4.291 -1.964
H 5.217 3.809 -2.002
H 4.117 6.493 -1.071
H 5.795 6.005 -0.899
H 4.623 7.236 -3.210
H 4.740 5.558 -3.646
H 6.547 8.075 -1.251
H 7.981 7.222 -0.622
C 0.970 3.285 4.670
C -0.250 3.348 5.333
C -1.434 3.232 4.624
C -1.403 3.057 3.245
C -0.179 3.000 2.579
C 1.005 3.112 3.297
C -0.114 2.827 1.101
O 0.952 2.765 0.524
C -1.401 2.745 0.355
C -1.372 2.620 -1.028
C -2.556 2.520 -1.739
C -3.775 2.536 -1.071
C -3.810 2.661 0.308
C -2.625 2.773 1.024
C -2.689 2.910 2.506
O -3.750 2.880 3.096
H 1.894 3.375 5.225
H -0.276 3.489 6.406
H -2.391 3.277 5.125
H 1.946 3.061 2.768
H -0.415 2.598 -1.532
H -2.531 2.424 -2.817
H -4.698 2.451 -1.628
H -4.749 2.674 0.844
C -4.330 -1.600 5.438
C -3.776 -0.359 5.143
C -2.760 -0.265 4.208
C -2.301 -1.401 3.558
C -2.850 -2.647 3.860
C -3.868 -2.741 4.801
C -2.356 -3.882 3.190
O -2.843 -4.968 3.431
C -1.243 -3.738 2.206
C -0.730 -4.878 1.599
C 0.282 -4.768 0.660
C 0.789 -3.518 0.325
C 0.290 -2.379 0.933
C -0.724 -2.484 1.877
C -1.238 -1.245 2.526
O -0.813 -0.149 2.221
H -5.127 -1.677 6.166
H -4.138 0.533 5.637
H -2.312 0.684 3.954
H -4.289 -3.713 5.022
H -1.136 -5.845 1.864
H 0.672 -5.657 0.182
H 1.575 -3.435 -0.415
H 0.674 -1.398 0.685
C -4.093 -8.550 -6.387
C -2.967 -7.742 -6.268
C -2.644 -7.176 -5.047
C -3.449 -7.410 -3.938
C -4.584 -8.213 -4.060
C -4.900 -8.785 -5.286
C -5.480 -8.467 -2.894
O -6.458 -9.175 -2.998
C -5.131 -7.814 -1.600
C -5.966 -8.000 -0.505
C -5.655 -7.411 0.710
C -4.508 -6.635 0.839
C -3.676 -6.444 -0.252
C -3.983 -7.030 -1.473
C -3.072 -6.800 -2.630
O -2.060 -6.141 -2.514
H -4.342 -8.995 -7.341
H -2.342 -7.556 -7.131
H -1.769 -6.549 -4.935
H -5.780 -9.409 -5.361
H -6.852 -8.609 -0.620
H -6.307 -7.557 1.561
H -4.260 -6.179 1.790
H -2.783 -5.840 -0.170
```

Summary:
Total energy ... -92623.48099 eV
LUMO energy ... -1.19 eV
HOMO-LUMO gap ... 8.6290 eV


Density functional theory data (ωB97M-V with the def2-TZVPD basis set) for a 5-piece molecular cluster, C8H17BCl9O2 overall.

```
37
Properties=species:S:1:pos:R:3
C 0.739 -2.743 1.179
C 0.424 -1.821 0.005
O -0.384 -2.370 -0.985
B -1.679 -3.011 -0.599
C -2.609 -1.936 0.268
C -3.857 -2.535 0.772
O -4.424 -3.542 0.585
Cl -4.753 -1.374 2.048
H 1.544 -2.309 1.781
H 1.062 -3.722 0.822
H -0.130 -2.888 1.823
H 1.374 -1.549 -0.472
H 0.013 -0.875 0.397
H -2.271 -3.307 -1.631
H -1.518 -4.026 0.085
H -2.105 -1.494 1.133
H -2.919 -1.081 -0.349
C -1.838 1.676 3.225
Cl -2.534 1.539 1.618
Cl -0.086 1.374 3.247
H -2.003 2.681 3.592
H -2.309 0.935 3.860
C 0.255 2.285 -1.949
Cl 0.445 1.767 -0.276
Cl 1.442 1.550 -3.048
H -0.734 1.999 -2.288
H 0.409 3.355 -1.979
C 3.590 -1.392 -2.102
Cl 4.197 -1.648 -0.464
Cl 4.615 -2.160 -3.331
H 2.596 -1.821 -2.166
H 3.577 -0.328 -2.297
C 2.102 5.689 -0.548
Cl 1.897 6.335 1.082
Cl 0.649 5.894 -1.541
H 2.913 6.224 -1.027
H 2.308 4.628 -0.472
```

Summary:
Total energy ... -126047.16372 eV
Net charge ... -1
LUMO energy ... 2.07 eV
HOMO-LUMO gap ... 6.6971 eV


Density functional theory data (ωB97M-V with the def2-TZVPD basis set) for an isolated ion of composition C5H6N and charge +1.

```
12
Properties=species:S:1:pos:R:3
C -1.417 0.740 -0.179
C 0.972 -0.829 -0.111
C 0.966 0.670 0.059
C -0.376 -1.344 0.095
C -0.205 1.378 0.118
N -1.420 -0.580 -0.011
H -2.532 1.177 -0.270
H 1.570 -1.206 -1.012
H 1.363 -1.328 0.796
H 1.985 1.117 -0.110
H -0.506 -2.330 0.384
H -0.400 2.534 0.242
```

Summary:
ΔE to the lowest compared entry with this formula, charge and spin ... 273.25 kJ/mol
Total energy ... -6762.34545 eV
Net charge ... +1
LUMO energy ... -6.80 eV
HOMO-LUMO gap ... 8.5369 eV